C15H22N6OS2 in the gas phase. Source: OMol25; level of theory: ωB97M-V with the def2-TZVPD basis set.

Calculated values
Largest force on an atom (eV/Å): 3.708
Relative energy (zero: lowest compared OMol25 entry of this formula, charge and spin) (eV): 0.000
Molar mass (g mol⁻¹): 366.52
Energy (eV): -48569.4976
Net charge: 0
Structure (SMILES): CSc1nc2nc3c(c(NCCN4CCOCC4)n2n1)SCCC3
HOMO (eV): -7.92

Positions of all 46 atoms, in Å:
S: 1.036 2.340 4.381
S: -1.438 0.020 -2.662
O: 4.939 -0.510 2.506
N: 0.372 0.884 2.196
N: 2.882 -1.347 0.669
N: 0.242 -0.790 0.001
N: -0.943 2.744 2.466
N: -0.536 1.034 1.220
N: -2.289 2.525 0.488
C: -3.336 2.480 -1.608
C: -3.182 2.129 -3.065
C: 3.875 0.404 2.125
C: -3.073 0.606 -3.267
C: 4.444 -1.863 2.611
C: -0.634 0.293 0.012
C: 2.356 -1.761 -0.641
C: 1.176 -0.938 -1.123
C: -2.338 1.893 -0.664
C: -0.247 3.500 5.160
C: 3.798 -2.360 1.259
C: 3.390 0.021 0.730
C: 0.145 1.995 2.929
C: -1.336 2.171 1.396
C: -1.467 0.742 -1.031
H: 3.712 -2.038 3.408
H: 4.608 -2.579 0.575
H: 4.164 0.122 -0.023
H: 0.701 -1.434 -1.908
H: 1.477 0.034 -1.495
H: -0.481 4.327 4.505
H: 3.126 -1.727 -1.396
H: -1.168 2.958 5.318
H: 2.111 -2.831 -0.594
H: -2.307 2.621 -3.481
H: 4.253 1.448 2.148
H: 3.036 0.394 2.834
H: 2.575 0.750 0.508
H: 0.161 3.907 6.086
H: 3.226 -3.308 1.386
H: 0.714 -0.823 0.904
H: -3.259 3.567 -1.537
H: -4.351 2.219 -1.209
H: -3.827 0.102 -2.686
H: 5.340 -2.477 2.866
H: -3.262 0.373 -4.313
H: -4.043 2.529 -3.644

Results of the Löwdin charge analysis, in e, for atoms 1 through 6:
1 S 0.87
2 S 0.93
3 O -0.15
4 N 0.09
5 N -0.18
6 N 0.06